Here is the molecule CH2ClNS at a distorted geometry from OMol25. Energies are from ωB97M-V/def2-TZVPD.

For the LUMO energy, the calculation gives -0.562 eV. The calculation puts the HOMO energy at -9.3 eV. As for the SMILES: S=CNCl. The calculation puts the total energy at -952.37125 Eh. The value obtained for the strongest force on any atom is 2.264 eV/A. The relative energy (zero: lowest compared OMol25 entry of this formula, charge and spin) is 36.0 kcal/mol.

```
6
CH2ClNS ωB97M-V/def2-TZVPD
S -0.30 0.36 2.02
C -0.60 0.19 0.38
N 0.47 -0.41 -0.37
Cl 0.73 -0.09 -2.04
H -1.66 0.15 -0.09
H 1.34 -0.21 0.09
```